1.
{
  "formula": "C4H6HgO2",
  "method": "ωB97M-V/def2-TZVPD",
  "total_energy_ha": -459.74348,
  "total_charge": -1,
  "e_homo_ev": [-2.09, -3.60],
  "multiplicity": 2,
  "elements": ["O", "C", "H", "H", "C", "C", "C", "O", "Hg", "H", "H", "H", "H"],
  "xyz": [[2.522, -0.666, -0.903], [1.816, -0.628, 0.308], [1.840, -0.839, -1.585], [2.064, 0.323, 0.822], [0.225, -0.594, -0.108], [-0.540, 0.193, 0.679], [-1.747, 0.957, 0.158], [-2.163, 0.571, -1.105], [-1.088, -0.892, -1.755], [-0.286, 0.425, 1.732], [1.415, -1.731, 0.652], [-1.495, 2.042, 0.193], [-2.561, 0.838, 0.911]],
  "lowdin_spin": [0.007, 0.015, 0.007, 0.002, 0.147, 0.006, 0.012, 0.121, 0.670, 0.006, 0.000, 0.003, 0.003]
}

2.
{
  "formula": "C4H10N2O",
  "method": "ωB97M-V/def2-TZVPD",
  "total_energy_ha": -343.09049,
  "e_homo_ev": -8.47,
  "multiplicity": 1,
  "elements": ["C", "C", "C", "C", "N", "O", "N", "H", "H", "H", "H", "H", "H", "H", "H", "H", "H"],
  "xyz": [[-0.333, -0.065, -0.498], [-1.471, 0.748, -1.059], [1.261, -0.629, 1.430], [0.327, 0.363, 0.779], [-0.462, -1.413, -0.699], [1.109, 0.873, -0.975], [-0.189, 1.256, 1.556], [1.973, 0.463, -0.849], [-0.960, -1.706, -1.528], [0.316, -2.006, -0.443], [-0.829, 1.894, 1.090], [-2.378, 0.566, -0.485], [-1.633, 0.471, -2.099], [-1.218, 1.806, -1.025], [1.991, -1.055, 0.736], [0.688, -1.455, 1.856], [1.811, -0.112, 2.212]],
  "lowdin_charge": [-0.391, -0.017, -0.049, -0.472, 0.148, -0.123, 0.117, 0.038, 0.106, 0.099, 0.031, 0.098, 0.087, 0.086, 0.072, 0.086, 0.084]
}